{
  "formula": "C40H113N7O13",
  "method": "ωB97M-V/def2-TZVPD",
  "elements": ["C", "C", "C", "O", "C", "N", "H", "H", "H", "H", "H", "H", "H", "H", "H", "H", "H", "C", "C", "C", "O", "C", "N", "H", "H", "H", "H", "H", "H", "H", "H", "H", "H", "H", "C", "C", "C", "O", "C", "N", "H", "H", "H", "H", "H", "H", "H", "H", "H", "H", "H", "C", "C", "C", "O", "C", "N", "H", "H", "H", "H", "H", "H", "H", "H", "H", "H", "H", "C", "C", "C", "O", "C", "N", "H", "H", "H", "H", "H", "H", "H", "H", "H", "H", "H", "C", "C", "C", "O", "C", "N", "H", "H", "H", "H", "H", "H", "H", "H", "H", "H", "H", "C", "C", "C", "O", "C", "N", "H", "H", "H", "H", "H", "H", "H", "H", "H", "H", "H", "C", "C", "O", "H", "H", "H", "H", "H", "H", "C", "C", "O", "H", "H", "H", "H", "H", "H", "C", "C", "O", "H", "H", "H", "H", "H", "H", "C", "C", "O", "H", "H", "H", "H", "H", "H", "C", "C", "O", "H", "H", "H", "H", "H", "H", "C", "C", "O", "H", "H", "H", "H", "H", "H"],
  "coordinates": [[5.723, 1.178, -8.052], [5.103, -0.131, -7.373], [3.642, -0.238, -7.728], [2.903, 0.649, -6.873], [1.491, 0.378, -6.995], [5.781, -1.298, -7.963], [6.798, 1.238, -7.880], [5.258, 2.055, -7.601], [5.509, 1.274, -9.117], [5.276, -0.300, -6.310], [3.400, -1.278, -7.508], [3.417, -0.036, -8.775], [1.130, 1.200, -6.378], [1.298, -0.596, -6.545], [1.065, 0.439, -7.997], [5.168, -2.100, -7.918], [5.684, -1.165, -8.959], [9.372, 5.618, 2.231], [7.923, 5.280, 2.591], [7.262, 4.207, 1.667], [7.331, 4.515, 0.307], [6.820, 3.456, -0.529], [8.051, 4.806, 3.981], [9.309, 6.049, 1.231], [9.926, 4.682, 2.156], [9.887, 6.352, 2.852], [7.285, 6.164, 2.587], [6.182, 4.206, 1.814], [7.693, 3.244, 1.944], [6.722, 3.666, -1.594], [5.881, 3.064, -0.138], [7.448, 2.570, -0.437], [8.486, 3.897, 4.033], [7.116, 4.631, 4.321], [-3.097, -3.957, -7.535], [-4.627, -4.079, -7.116], [-4.972, -3.451, -5.783], [-4.759, -2.019, -5.867], [-5.089, -1.449, -4.596], [-5.417, -3.503, -8.189], [-2.513, -4.359, -6.708], [-2.913, -2.907, -7.764], [-2.912, -4.499, -8.463], [-4.880, -5.137, -7.047], [-4.397, -3.876, -4.961], [-6.009, -3.671, -5.529], [-5.100, -0.360, -4.646], [-4.569, -1.793, -3.702], [-6.138, -1.655, -4.384], [-5.243, -2.509, -8.167], [-6.419, -3.552, -8.072], [-6.146, 6.240, -5.144], [-5.163, 5.785, -6.235], [-3.687, 5.443, -5.780], [-2.967, 6.608, -5.791], [-1.525, 6.422, -5.782], [-5.908, 4.619, -6.836], [-7.084, 6.488, -5.642], [-5.829, 7.092, -4.544], [-6.177, 5.507, -4.338], [-4.999, 6.439, -7.092], [-3.271, 4.686, -6.445], [-3.652, 4.902, -4.834], [-1.097, 5.614, -6.375], [-1.243, 6.201, -4.753], [-1.006, 7.369, -5.929], [-6.716, 4.984, -7.320], [-5.332, 4.281, -7.594], [-8.382, -5.553, 0.120], [-7.606, -5.188, 1.377], [-6.245, -4.485, 0.951], [-5.515, -5.361, 0.059], [-4.105, -4.994, -0.106], [-8.416, -4.417, 2.245], [-8.064, -6.523, -0.263], [-8.161, -4.797, -0.633], [-9.470, -5.574, 0.187], [-7.392, -6.075, 1.973], [-5.650, -4.290, 1.843], [-6.374, -3.485, 0.537], [-3.445, -5.682, -0.634], [-3.652, -4.992, 0.886], [-4.035, -4.016, -0.582], [-8.687, -3.629, 1.674], [-9.331, -4.810, 2.413], [-2.977, 0.111, 8.347], [-4.459, -0.035, 8.535], [-5.150, 1.233, 9.028], [-4.802, 1.840, 10.279], [-4.996, 1.066, 11.473], [-5.015, -0.643, 7.337], [-2.544, 0.436, 9.293], [-2.681, 0.872, 7.624], [-2.504, -0.800, 7.981], [-4.711, -0.785, 9.285], [-6.222, 1.095, 9.168], [-5.005, 2.024, 8.293], [-4.798, 1.686, 12.347], [-4.423, 0.146, 11.587], [-6.029, 0.730, 11.564], [-4.539, -1.498, 7.088], [-5.913, -0.968, 7.665], [4.571, -9.255, -2.262], [4.747, -7.725, -2.286], [3.811, -6.923, -1.352], [3.957, -5.539, -1.387], [3.731, -4.934, -2.622], [6.107, -7.382, -1.952], [3.603, -9.658, -2.562], [4.839, -9.539, -1.244], [5.316, -9.749, -2.885], [4.521, -7.438, -3.313], [3.992, -7.286, -0.340], [2.793, -7.221, -1.601], [4.597, -5.087, -3.266], [3.624, -3.852, -2.550], [2.916, -5.338, -3.223], [6.081, -6.382, -2.097], [6.665, -7.715, -2.726], [0.179, 7.532, 1.242], [-0.649, 8.510, 2.001], [-0.722, 9.693, 1.297], [-0.014, 7.478, 0.171], [0.051, 6.572, 1.741], [1.246, 7.738, 1.328], [-0.246, 8.711, 2.993], [-1.617, 8.023, 2.121], [-1.205, 9.531, 0.483], [-5.413, 3.551, 1.092], [-5.580, 2.883, 2.418], [-5.639, 1.481, 2.309], [-6.260, 3.468, 0.412], [-4.459, 3.323, 0.617], [-5.276, 4.623, 1.230], [-6.540, 3.153, 2.859], [-4.836, 3.146, 3.170], [-5.621, 1.161, 3.214], [2.895, 1.441, 7.403], [2.898, 2.503, 6.308], [3.606, 3.616, 6.884], [2.589, 1.891, 8.348], [3.824, 0.932, 7.659], [2.154, 0.669, 7.197], [1.911, 2.806, 5.957], [3.460, 2.202, 5.424], [2.950, 4.317, 6.865], [6.623, -1.706, 3.094], [8.006, -1.582, 3.695], [8.223, -0.428, 4.498], [5.902, -1.634, 3.909], [6.558, -2.718, 2.694], [6.376, -0.953, 2.346], [8.793, -1.382, 2.968], [8.340, -2.413, 4.316], [7.830, -0.631, 5.350], [2.253, -4.803, 4.956], [3.145, -4.973, 6.155], [2.516, -4.354, 7.280], [2.666, -5.023, 3.972], [1.791, -3.815, 4.929], [1.455, -5.536, 5.075], [4.093, -4.458, 6.000], [3.277, -6.042, 6.318], [1.668, -4.785, 7.409], [0.476, 1.772, -0.598], [0.294, 0.649, 0.382], [-0.286, 1.237, 1.566], [-0.453, 2.262, -0.889], [0.948, 1.527, -1.550], [1.078, 2.500, -0.056], [1.207, 0.119, 0.655], [-0.279, -0.175, -0.042], [-1.240, 1.196, 1.467]],
  "mulliken_charge": [-1.29, 0.40, -0.67, -0.31, -0.71, -0.77, 0.38, 0.34, 0.33, 0.31, 0.32, 0.29, 0.24, 0.30, 0.29, 0.25, 0.29, -1.36, 0.31, -0.59, -0.34, -0.75, -0.71, 0.32, 0.31, 0.38, 0.38, 0.37, 0.30, 0.27, 0.28, 0.32, 0.26, 0.24, -1.25, 0.22, -0.72, -0.29, -0.83, -0.73, 0.33, 0.26, 0.38, 0.37, 0.38, 0.40, 0.30, 0.29, 0.33, 0.29, 0.26, -1.30, 0.42, -0.66, -0.32, -0.77, -0.75, 0.34, 0.35, 0.33, 0.29, 0.32, 0.34, 0.31, 0.31, 0.28, 0.26, 0.26, -1.37, 0.41, -0.70, -0.30, -0.72, -0.74, 0.29, 0.31, 0.45, 0.25, 0.40, 0.35, 0.27, 0.32, 0.25, 0.27, 0.27, -1.39, 0.70, -0.81, -0.33, -0.74, -0.70, 0.31, 0.32, 0.37, 0.23, 0.36, 0.28, 0.27, 0.29, 0.32, 0.25, 0.28, -1.49, 0.55, -0.75, -0.32, -0.78, -0.74, 0.37, 0.36, 0.35, 0.29, 0.35, 0.39, 0.28, 0.25, 0.34, 0.29, 0.27, -0.92, -0.23, -0.51, 0.31, 0.29, 0.25, 0.28, 0.22, 0.31, -1.03, -0.19, -0.52, 0.29, 0.25, 0.35, 0.27, 0.28, 0.30, -0.96, -0.20, -0.50, 0.28, 0.28, 0.32, 0.32, 0.19, 0.29, -0.74, -0.35, -0.51, 0.22, 0.29, 0.23, 0.24, 0.34, 0.28, -1.03, -0.15, -0.52, 0.31, 0.29, 0.33, 0.27, 0.21, 0.30, -0.82, -0.26, -0.49, 0.25, 0.31, 0.23, 0.26, 0.24, 0.29],
  "homo_energy_ha": -0.336,
  "orbital_gap_ev": 9.1,
  "de_lowest_kj_mol": 609.39
}

***

{
  "formula": "C40H114N6O22",
  "method": "ωB97M-V/def2-TZVPD",
  "elements": ["C", "C", "C", "O", "C", "N", "H", "H", "H", "H", "H", "H", "H", "H", "H", "H", "H", "C", "C", "C", "O", "C", "N", "H", "H", "H", "H", "H", "H", "H", "H", "H", "H", "H", "C", "C", "C", "O", "C", "N", "H", "H", "H", "H", "H", "H", "H", "H", "H", "H", "H", "C", "C", "C", "O", "C", "N", "H", "H", "H", "H", "H", "H", "H", "H", "H", "H", "H", "C", "C", "C", "O", "C", "N", "H", "H", "H", "H", "H", "H", "H", "H", "H", "H", "H", "C", "C", "C", "O", "C", "N", "H", "H", "H", "H", "H", "H", "H", "H", "H", "H", "H", "C", "C", "O", "O", "H", "H", "H", "H", "H", "H", "C", "C", "O", "O", "H", "H", "H", "H", "H", "H", "C", "C", "O", "O", "H", "H", "H", "H", "H", "H", "C", "C", "O", "O", "H", "H", "H", "H", "H", "H", "C", "C", "O", "O", "H", "H", "H", "H", "H", "H", "C", "C", "O", "O", "H", "H", "H", "H", "H", "H", "C", "C", "O", "O", "H", "H", "H", "H", "H", "H", "C", "C", "O", "O", "H", "H", "H", "H", "H", "H"],
  "coordinates": [[-16.284, 16.048, -33.521], [-15.929, 14.899, -32.622], [-16.025, 15.074, -31.064], [-15.391, 16.316, -30.544], [-15.898, 16.724, -29.323], [-16.690, 13.690, -33.025], [-15.985, 16.983, -33.046], [-17.359, 16.212, -33.593], [-15.673, 16.002, -34.422], [-14.894, 14.625, -32.832], [-15.649, 14.135, -30.657], [-17.073, 15.066, -30.762], [-15.446, 17.698, -29.132], [-15.506, 16.083, -28.534], [-16.974, 16.885, -29.268], [-16.846, 13.690, -34.023], [-17.625, 13.757, -32.650], [-24.519, 15.105, -32.078], [-24.726, 14.937, -30.532], [-23.423, 15.069, -29.868], [-22.679, 16.256, -30.152], [-21.330, 16.198, -29.564], [-25.685, 15.993, -30.308], [-23.984, 15.979, -32.450], [-25.535, 15.180, -32.465], [-24.046, 14.284, -32.618], [-25.106, 13.919, -30.444], [-22.783, 14.233, -30.151], [-23.497, 14.934, -28.789], [-21.347, 15.812, -28.545], [-20.866, 17.181, -29.650], [-20.730, 15.641, -30.284], [-25.217, 16.817, -30.659], [-26.554, 15.854, -30.805], [-17.943, 14.548, -24.881], [-17.450, 13.424, -25.838], [-18.327, 13.181, -27.099], [-19.432, 12.346, -26.745], [-20.632, 12.729, -27.247], [-16.170, 13.842, -26.353], [-18.914, 14.418, -24.404], [-18.024, 15.539, -25.328], [-17.120, 14.485, -24.169], [-17.499, 12.487, -25.285], [-17.789, 12.779, -27.957], [-18.682, 14.165, -27.404], [-20.729, 13.796, -27.445], [-21.348, 12.495, -26.459], [-20.889, 12.188, -28.158], [-15.392, 13.794, -25.711], [-15.857, 13.264, -27.119], [-17.034, 19.274, -26.928], [-18.048, 18.251, -26.497], [-18.527, 18.362, -25.050], [-17.346, 18.128, -24.170], [-17.913, 17.820, -22.872], [-19.192, 18.251, -27.396], [-17.415, 20.267, -26.687], [-16.743, 19.256, -27.978], [-16.054, 19.262, -26.451], [-17.383, 17.391, -26.581], [-19.269, 17.568, -24.962], [-18.986, 19.310, -24.771], [-17.271, 17.508, -22.048], [-18.491, 16.896, -22.869], [-18.545, 18.650, -22.556], [-19.534, 19.184, -27.577], [-18.789, 17.985, -28.283], [-19.924, 22.445, -30.692], [-20.307, 20.900, -30.563], [-19.033, 19.953, -30.767], [-19.417, 18.636, -30.696], [-18.548, 17.755, -31.363], [-20.941, 20.662, -29.259], [-19.836, 22.681, -31.753], [-18.968, 22.719, -30.246], [-20.767, 22.987, -30.264], [-20.946, 20.631, -31.405], [-18.245, 20.093, -30.027], [-18.464, 20.119, -31.682], [-18.725, 17.830, -32.436], [-18.692, 16.700, -31.130], [-17.469, 17.850, -31.244], [-20.917, 19.658, -29.145], [-21.924, 20.890, -29.231], [-14.068, 14.023, -22.776], [-14.277, 15.236, -21.836], [-13.808, 14.947, -20.401], [-14.768, 14.085, -19.730], [-14.311, 13.877, -18.408], [-13.578, 16.339, -22.413], [-13.038, 13.668, -22.746], [-14.447, 14.123, -23.793], [-14.730, 13.193, -22.528], [-15.355, 15.364, -21.741], [-13.856, 15.919, -19.908], [-12.766, 14.640, -20.319], [-13.278, 13.542, -18.324], [-14.872, 13.081, -17.918], [-14.430, 14.768, -17.793], [-12.622, 16.050, -22.562], [-13.704, 16.344, -23.415], [-18.174, 20.103, -19.316], [-17.077, 19.833, -18.280], [-17.662, 19.671, -16.981], [-19.188, 21.017, -18.924], [-18.730, 19.168, -19.383], [-17.810, 20.383, -20.305], [-16.344, 20.637, -18.206], [-16.409, 19.011, -18.536], [-17.108, 19.069, -16.478], [-19.615, 20.514, -18.227], [-15.058, 20.258, -22.242], [-13.874, 19.918, -21.268], [-13.880, 18.483, -20.826], [-15.025, 19.429, -23.405], [-15.085, 21.290, -22.592], [-15.985, 20.109, -21.688], [-14.049, 20.545, -20.393], [-12.888, 19.962, -21.729], [-13.752, 17.932, -21.602], [-15.553, 18.647, -23.229], [-11.258, 18.317, -27.139], [-12.395, 18.965, -26.267], [-13.128, 18.052, -25.541], [-10.504, 19.328, -27.793], [-11.702, 17.635, -27.865], [-10.530, 17.773, -26.537], [-13.139, 19.540, -26.817], [-11.969, 19.691, -25.575], [-13.827, 18.524, -25.082], [-10.165, 19.903, -27.103], [-15.439, 24.224, -25.461], [-16.061, 24.016, -26.826], [-17.182, 23.109, -26.613], [-15.998, 25.336, -24.711], [-14.388, 24.467, -25.617], [-15.246, 23.272, -24.968], [-15.361, 23.506, -27.488], [-16.187, 25.045, -27.160], [-17.819, 23.617, -26.105], [-16.896, 25.163, -24.417], [-22.448, 17.723, -26.229], [-22.043, 18.815, -25.205], [-23.076, 19.852, -25.095], [-21.443, 16.713, -26.243], [-22.461, 18.269, -27.173], [-23.439, 17.302, -26.059], [-21.066, 19.173, -25.531], [-21.902, 18.422, -24.199], [-23.065, 20.195, -24.199], [-20.658, 17.083, -26.653], [-18.088, 15.020, -19.533], [-17.664, 16.191, -18.601], [-18.414, 15.947, -17.471], [-19.543, 14.980, -19.712], [-17.744, 14.127, -19.011], [-17.585, 15.120, -20.495], [-18.126, 17.089, -19.012], [-16.584, 16.339, -18.590], [-18.096, 16.302, -16.638], [-19.816, 14.295, -19.098], [-21.642, 13.082, -23.235], [-22.156, 14.374, -23.918], [-21.125, 15.387, -23.984], [-21.455, 13.293, -21.786], [-20.673, 12.972, -23.720], [-22.245, 12.180, -23.341], [-23.016, 14.723, -23.346], [-22.498, 14.130, -24.924], [-21.198, 15.922, -24.778], [-21.328, 14.242, -21.722], [-21.793, 17.827, -20.272], [-21.728, 18.648, -18.981], [-21.459, 17.797, -17.868], [-20.502, 17.421, -20.805], [-22.180, 18.407, -21.110], [-22.434, 16.950, -20.171], [-22.480, 19.379, -18.685], [-20.772, 19.140, -19.162], [-20.771, 17.194, -18.160], [-20.289, 16.542, -20.485]],
  "mulliken_charge": [-1.35, 0.41, -0.27, -0.44, -0.46, -0.72, 0.33, 0.31, 0.38, 0.25, 0.44, -0.07, 0.27, 0.49, -0.05, 0.29, 0.24, -1.40, 0.23, -0.57, -0.38, 0.24, -0.76, 0.30, 0.42, 0.37, 0.29, 0.41, 0.26, -0.20, -0.34, 0.48, 0.31, 0.29, -0.22, 0.19, -0.29, -0.44, -0.11, -0.26, -0.11, -0.04, -0.09, 0.26, 0.45, -0.12, -0.19, 0.26, 0.32, -0.07, 0.30, -2.03, 1.29, -1.29, 0.32, -1.06, 0.90, 0.65, 0.08, -0.07, 0.03, -0.08, 0.93, 0.71, 0.09, 0.29, 0.24, -0.86, -1.38, 0.53, -0.77, -0.13, -1.22, -0.48, 0.37, 0.27, 0.38, 0.24, 0.11, 0.64, 0.54, 0.11, 0.58, -0.18, 0.28, -1.55, 1.69, -0.92, -0.30, -0.89, -0.47, 0.48, 0.16, 0.42, -0.85, 0.42, 0.45, 0.36, 0.31, 0.32, 0.26, -0.04, 0.66, -0.20, -0.61, -0.63, -0.46, -0.04, 0.40, 0.17, 0.32, 0.40, 0.37, -0.53, -0.40, -0.06, 0.29, -0.46, 0.40, 0.27, 0.43, -0.04, -0.47, -0.27, -0.45, -0.54, 0.27, 0.30, 0.27, 0.32, 0.22, 0.31, -0.12, -0.40, -0.40, -0.52, 0.37, -0.09, 0.35, 0.24, 0.26, 0.32, -0.46, 0.41, -0.60, -0.12, 0.19, 0.52, -0.09, -0.13, 0.36, -0.42, -0.50, 0.81, -0.60, -0.53, 0.55, -0.09, -0.74, 0.45, 0.30, 0.29, -0.31, -0.66, 0.50, -0.58, 0.14, 0.41, 0.34, 0.28, 0.08, 0.23, -0.49, 0.25, -0.61, 0.16, 0.18, 0.36, 0.44, -0.40, 0.35, -0.20],
  "homo_energy_ha": -0.326,
  "orbital_gap_ev": 9.2,
  "de_lowest_kj_mol": 494.96
}